An isolated molecule of C20H22ClN3O4. Source: the Open Molecules 2025 dataset; level of theory: ωB97M-V with the def2-TZVPD basis set.

```
50
Properties=species:S:1:pos:R:3:forces:R:3:mulliken_charge:R:1
Cl 1.534 -2.631 -7.101 0.4 0.2 0.6 -0.210
N -1.583 4.961 2.949 2.3 -1.9 2.1 -0.727
N -2.956 5.621 1.123 2.4 0.0 1.7 -0.438
O -3.125 6.775 1.924 -1.2 -0.3 -1.3 -0.392
O -0.095 -0.358 -0.438 0.6 -0.5 -0.6 -0.295
O 1.190 -3.633 -0.812 0.4 -1.6 2.1 -0.547
O 1.219 0.185 2.753 0.4 0.8 -0.4 -0.651
C -0.701 4.041 3.397 -0.7 1.3 -2.7 -0.309
C -2.230 3.195 -0.231 1.8 1.3 1.1 -0.765
C -1.660 1.880 -0.482 1.4 0.7 2.2 -0.752
C -1.556 3.774 0.834 -1.9 -1.4 -1.8 0.264
C -0.738 1.675 0.582 -1.3 -2.2 -3.7 -0.575
C -2.037 4.821 1.656 -1.8 2.0 -1.1 0.508
C 2.226 -2.329 -4.407 1.1 -0.2 -2.0 -0.430
C -0.060 -2.086 -5.028 -0.3 -0.7 2.5 -0.626
C 2.011 -2.298 -3.072 -0.1 -0.5 0.8 -0.427
C -0.340 -2.161 -3.607 0.1 -0.7 -1.6 -0.418
C 1.224 -2.366 -5.395 0.2 0.7 0.2 0.016
C 0.678 -2.437 -2.684 -2.3 2.2 0.5 0.125
N -0.134 3.058 2.634 -1.6 0.4 1.3 -0.127
C -0.437 2.912 1.272 -0.5 2.0 -1.0 0.590
C -0.736 -2.692 1.468 1.6 0.0 1.8 -1.921
C 1.720 -2.382 2.115 -1.1 -0.5 -0.4 -1.829
C 0.778 -1.480 -0.236 -2.8 -0.3 1.0 -0.560
C 0.457 -1.730 1.328 2.2 -1.8 0.2 2.020
C 0.100 0.475 0.659 1.8 1.1 0.3 0.094
C 0.310 -2.644 -1.228 2.5 1.7 0.5 0.047
C 0.164 -0.337 1.942 -0.4 -0.9 0.4 0.265
H -2.916 6.534 2.820 0.5 -0.3 1.0 0.390
H 1.541 -4.153 -1.519 0.0 -0.4 -0.8 0.395
H 1.347 -0.334 3.552 -0.2 -0.2 -0.1 0.390
H -0.217 4.082 4.355 -0.5 0.4 0.6 0.393
H -2.928 3.787 -0.797 -0.5 -0.4 -0.1 0.482
H -1.886 1.304 -1.397 0.3 -0.1 1.1 0.486
H 3.249 -2.325 -4.715 0.5 -0.1 -0.5 0.410
H -0.832 -1.966 -5.759 -0.4 0.0 -0.1 0.436
H 2.883 -2.259 -2.376 -1.1 -0.1 -0.6 0.346
H -1.405 -2.170 -3.317 0.8 0.2 0.1 0.341
H 0.618 2.491 2.919 0.8 -0.6 1.1 0.207
H 0.442 3.401 0.786 -0.3 -0.6 -0.7 0.119
H -0.910 -2.764 2.583 -0.6 0.2 -1.2 0.541
H -0.318 -3.666 1.212 -0.5 -0.2 -0.4 0.358
H -1.578 -2.395 0.860 -0.4 0.0 0.2 0.277
H 2.075 -3.355 1.669 -1.0 0.7 0.5 0.253
H 2.648 -1.806 2.096 -0.4 0.5 0.1 0.389
H 1.362 -2.514 3.182 0.7 -0.2 -1.1 0.476
H 1.847 -1.293 -0.337 0.0 0.4 -0.4 0.138
H 1.182 0.776 0.678 -0.3 0.3 -0.5 0.320
H -0.720 -2.890 -1.031 -0.5 -0.1 -0.3 0.706
H -0.707 -0.293 2.619 -0.2 -0.4 -0.8 0.216
```
Forces are in eV/Å.

Values from the calculation:
Energy above the lowest of the compared OMol25 structures with the same formula, charge and spin   7.019 eV
Kohn-Sham gap   7.30 eV
Structure (SMILES)   CC1(C)[C@@H]([C@H](O)c2ccc(Cl)cc2)O[C@@H](C2=CC=C3/C(=N/O)N=CN[C@H]32)[C@@H]1O
Lowest unoccupied orbital energy   -0.114 eV
HOMO level   -7.42 eV


An isolated molecule of C3H4FNS. Source: the Open Molecules 2025 dataset; level of theory: ωB97M-V with the def2-TZVPD basis set.

```
10
Properties=species:S:1:pos:R:3:forces:R:3:mulliken_charge:R:1
C 0.864 0.913 0.138 3.7 1.5 -1.0 -0.035
C -1.451 0.546 0.126 -1.2 -0.5 -1.6 0.035
C 1.449 -0.302 0.214 0.0 -0.8 -0.9 -0.107
N -0.436 1.268 0.112 -1.4 0.0 1.9 -0.400
F 2.759 -0.456 -0.148 -0.6 0.6 0.9 -0.232
S -1.457 -1.306 -0.046 0.0 -2.2 0.1 -0.406
H 1.549 1.887 0.046 -1.2 -2.6 0.0 0.261
H -2.435 0.952 0.359 0.1 0.0 -0.4 0.390
H -1.850 -2.189 -1.184 0.2 2.7 1.2 0.191
H 1.009 -1.312 0.384 0.3 1.4 -0.1 0.303
```
Forces are in eV/Å.

Values from the calculation:
Energy above the lowest of the compared OMol25 structures with the same formula, charge and spin   2.762 eV
Kohn-Sham gap   8.52 eV
Structure (SMILES)   F/C=C/N=C\S
Lowest unoccupied orbital energy   -0.614 eV
HOMO level   -9.14 eV